Below is a 2-piece molecular cluster, C3H4N4 overall in a non-equilibrium geometry, with properties calculated with ωB97M-V/def2-TZVPD.

Structure (XYZ):
```
11
Properties=species:S:1:pos:R:3:forces:R:3
N -0.1305 1.1942 1.8428 0.1142 0.0289 -0.0186
C 0.3431 0.3315 0.9544 -0.3524 -0.0214 0.2603
C -0.6710 -0.5485 0.4357 0.0949 0.0402 -0.0553
N -0.3126 -1.3289 -0.5462 0.2943 -0.4732 -0.4113
C 0.1339 -2.0909 -1.3509 -0.2875 0.4549 0.4926
N 1.4436 0.5905 -2.2963 -0.1545 1.4940 1.1548
N 1.3352 1.4341 -1.5952 0.2305 -1.3618 -1.3529
H -1.1002 1.2686 2.1528 0.0937 -0.0821 -0.1232
H 0.4992 1.8723 2.2466 -0.1088 -0.1556 -0.0205
H -1.7193 -0.6250 0.7441 0.1605 0.0726 -0.0438
H 0.2371 -1.9561 -2.4223 -0.0850 0.0036 0.1180
```
Positions in Å, forces in eV/Å.

Summary:
DFT total energy in eV: -9132.8458
Gap between HOMO and LUMO (spin up / spin down) in eV: 8.523 / 8.524
Max |F| in eV Å⁻¹: 1.93
ΔE to the lowest compared entry with this formula, charge and spin in eV: 4.0118